The following is a DFT calculation (the ωB97M-V functional and the def2-TZVPD basis) of a structure of composition C6H11NS at a distorted geometry.

Last column: Löwdin charge in e.
Cartesian coordinates (Å):
C1 1.640 -1.168 0.070  -0.038
C2 0.569 -0.265 -0.383  -0.521
C3 0.121 -0.365 -1.770  -0.133
C4 -0.627 -0.105 0.520  -0.422
C5 -0.309 0.553 1.910  -0.404
C6 -1.785 0.800 0.173  -0.450
H1 2.219 -0.833 0.927  0.084
H2 1.362 -2.194 0.158  0.076
H3 2.392 -1.206 -0.761  0.101
H4 0.543 -1.078 -2.575  0.132
H5 -0.870 0.050 -2.073  0.105
H6 0.518 1.696 -1.305  0.094
H7 -1.156 -1.070 0.664  0.153
H8 0.460 1.344 1.846  0.086
H9 -0.122 -0.164 2.730  0.077
H10 -1.417 1.763 -0.438  0.120
H11 -2.592 0.196 -0.243  0.075
N1 1.064 0.780 -1.400  0.060
S1 -2.010 1.268 1.949  0.806

Results
- E_LUMO: 0.033 hartree
- Net charge: 0
- ΔE to the lowest compared entry with this formula, charge and spin: 206.6 kJ/mol
- Highest occupied orbital energy: -8.7346 eV
- Orbital gap: 9.627 eV
- Maximum force: 3.32 eV/Å